{"formula": "C3H12N4O2", "method": "ωB97M-V/def2-TZVPD", "elements": ["C", "C", "N", "O", "H", "H", "H", "H", "H", "H", "H", "N", "C", "N", "N", "O", "H", "H", "H", "H", "H"], "positions_angstrom": [[1.0619, 1.1171, 0.3148], [2.0015, 0.2250, 1.0559], [0.6722, -0.1020, -2.5190], [0.4263, -0.6408, -1.2360], [1.5178, -0.5851, -2.8258], [-0.1219, -0.4430, -3.0717], [0.8539, 2.0247, 0.8793], [1.3291, 1.4103, -0.6932], [2.9399, 0.7741, 1.2122], [1.6337, -0.0234, 2.0551], [2.2460, -0.6788, 0.5015], [-0.8272, 0.7672, 0.5199], [-1.3500, -0.3863, -0.6604], [-1.3688, 0.5869, 1.8220], [-1.6617, -1.6500, -0.1676], [-2.0157, 0.0829, -1.5759], [-1.1704, 1.6357, 0.1150], [-0.9687, 0.0908, 2.6118], [-2.2471, 0.0590, 1.8231], [-1.1296, -1.8696, 0.6670], [-1.8213, -2.3945, -0.8279]], "total_charge": 0, "largest_force_ev_per_a": 3.71, "homo_lumo_gap_ev": 7.8, "lumo_energy_ev": 0.62}

=====

{"formula": "C3H12N6O3Tl", "method": "ωB97M-V/def2-TZVPD", "elements": ["Tl", "C", "O", "N", "N", "H", "H", "H", "H", "C", "O", "N", "N", "H", "H", "H", "H", "C", "O", "N", "N", "H", "H", "H", "H"], "positions_angstrom": [[1.7715, -0.7892, 0.8787], [0.0507, 0.9501, 3.9757], [0.9855, 0.6513, 3.2169], [0.0560, 0.7399, 5.2933], [-0.9853, 1.5473, 3.5816], [-0.7582, 0.7646, 5.8904], [0.8237, 0.1889, 5.6498], [-1.7631, 1.6539, 4.2170], [-1.1171, 1.7183, 2.5949], [1.7046, 1.4850, -2.4573], [1.5322, 0.7142, -1.5949], [2.8044, 1.4886, -3.1454], [0.7757, 2.3202, -2.8608], [2.8510, 1.8974, -4.0677], [3.5530, 0.8483, -2.9222], [0.8641, 2.8418, -3.7212], [-0.0662, 2.3292, -2.3030], [-1.1834, -2.3788, -1.3563], [-0.2668, -1.7095, -1.0092], [-1.2503, -3.0136, -2.4985], [-2.3012, -2.5961, -0.6434], [-2.1545, -3.3457, -2.8021], [-0.4994, -2.8703, -3.1586], [-2.9760, -3.2410, -1.0291], [-2.4510, -2.1947, 0.2713]], "total_charge": 3, "largest_force_ev_per_a": 6.88, "homo_lumo_gap_ev": 2.2, "lumo_energy_ev": -17.15}

=====

{"formula": "C3H12NO", "method": "ωB97M-V/def2-TZVPD", "elements": ["C", "C", "N", "C", "H", "H", "H", "H", "H", "H", "H", "H", "H", "H", "H", "H", "O"], "positions_angstrom": [[-1.7753, 0.8056, 0.8663], [-1.1525, -0.1453, -0.1936], [0.3929, 0.0500, -0.1476], [0.8472, 1.2465, -0.8875], [-1.3426, 1.7967, 0.7574], [-2.8247, 0.8486, 0.6131], [-1.6722, 0.3797, 1.8616], [-1.2744, -1.1865, 0.0869], [-1.4496, 0.1867, -1.1814], [0.9734, -0.8021, -0.2240], [0.4667, 0.2227, 0.8584], [1.3425, 0.9392, -1.8038], [1.6847, 1.6951, -0.3353], [0.1190, 2.0465, -0.8849], [2.5274, -2.4980, 0.6607], [1.3649, -3.2230, -0.1049], [1.7727, -2.3622, 0.0585]], "total_charge": 1, "largest_force_ev_per_a": 2.25, "homo_lumo_gap_ev": 13.4, "lumo_energy_ev": -3.06}

=====

{"formula": "C3H12NO", "method": "ωB97M-V/def2-TZVPD", "elements": ["C", "O", "H", "H", "H", "H", "C", "N", "C", "H", "H", "H", "H", "H", "H", "H", "H"], "positions_angstrom": [[-1.4313, -1.8316, 0.9821], [-1.8075, -0.9547, -0.1396], [-1.0955, -1.2134, 1.8228], [-0.6575, -2.4915, 0.5361], [-2.3765, -2.2495, 1.3267], [-2.7973, -1.0559, -0.3087], [1.5606, 0.2855, 0.4528], [0.6881, 0.3587, -0.7676], [0.4088, 1.8727, -1.0786], [1.8460, -0.7424, 0.6936], [1.0522, 0.7934, 1.2748], [2.5081, 0.8238, 0.3251], [1.2026, -0.0203, -1.5571], [-0.2275, 0.0297, -0.4321], [1.4039, 2.2537, -1.2653], [-0.4161, 1.9028, -1.7725], [0.1391, 2.2393, -0.0925]], "s_squared": 0.7542, "total_charge": 2, "largest_force_ev_per_a": 2.88, "multiplicity": 2, "homo_lumo_gap_ev": [13.5, 6.6], "lumo_energy_ev": [-8.39, -15.26]}

=====

{"formula": "C3H12NO2", "method": "ωB97M-V/def2-TZVPD", "elements": ["C", "C", "C", "O", "N", "H", "H", "H", "H", "H", "H", "H", "H", "H", "H", "H", "H", "O"], "positions_angstrom": [[-0.2932, -1.1479, -0.3816], [-0.6780, 0.3500, -0.2844], [-1.9253, 0.6433, -1.0598], [-2.4054, 2.0701, -1.0575], [0.7473, -1.3986, 0.6479], [-1.1179, -1.7936, -0.1531], [0.1880, -1.4341, -1.3658], [0.0470, 0.8001, -0.9018], [-0.6213, 0.7108, 0.7119], [-2.8386, 0.1512, -0.7083], [-1.4312, 0.5354, -2.0696], [-2.0063, 2.6044, -0.3396], [0.2016, -1.3688, 1.5345], [1.0873, -2.2757, 0.3623], [1.4645, -0.7626, 0.8363], [3.2244, 1.4349, 1.7768], [3.5044, 0.3180, 0.8659], [2.8526, 0.5631, 1.5861]], "total_charge": 1, "largest_force_ev_per_a": 3.48, "homo_lumo_gap_ev": 10.1, "lumo_energy_ev": -3.68}

=====

{"formula": "C3H12NO2", "method": "ωB97M-V/def2-TZVPD", "elements": ["C", "C", "C", "O", "N", "H", "H", "H", "H", "H", "H", "H", "H", "H", "H", "H", "H", "O"], "positions_angstrom": [[0.5707, 0.5247, -0.6784], [-0.8114, -0.0514, -0.8779], [-0.8407, -0.9386, -2.1255], [-1.1041, -0.7132, 0.3278], [0.5776, 1.3806, 0.5820], [1.3346, -0.2381, -0.5029], [0.8694, 1.1623, -1.5035], [-1.4966, 0.7855, -1.0717], [-0.3874, -0.4075, -2.9673], [-1.8669, -1.1017, -2.4118], [-0.3382, -1.8970, -2.0054], [-1.6442, -1.4928, 0.1421], [0.6942, 0.7817, 1.4090], [-0.2801, 1.9002, 0.7460], [1.3284, 2.0635, 0.5751], [0.6463, -0.5072, 4.0675], [1.8028, -0.4147, 3.0832], [0.9456, -0.8362, 3.2116]], "total_charge": 1, "largest_force_ev_per_a": 0.88, "homo_lumo_gap_ev": 11.3, "lumo_energy_ev": -3.53}

=====

{"formula": "C3H12NO3", "method": "ωB97M-V/def2-TZVPD", "elements": ["C", "N", "C", "O", "C", "H", "H", "H", "H", "H", "H", "H", "H", "H", "H", "O", "H", "H", "O"], "positions_angstrom": [[0.5725, -0.0715, 1.8589], [-0.6539, 0.0877, 1.1309], [-0.7909, 1.2494, 0.2008], [-0.8400, 0.8810, -1.1062], [1.5725, -1.1364, 1.3417], [0.3542, -0.2794, 2.9170], [1.1157, 0.8787, 1.8673], [-0.9669, -0.7598, 0.6935], [-1.7145, 1.7865, 0.4807], [0.1396, 1.8363, 0.3329], [2.4890, -0.7520, 0.9320], [1.8199, -1.8666, 2.1092], [1.1396, -1.6302, 0.4665], [1.0721, 0.3413, -1.5840], [0.5266, 0.8205, -2.7953], [1.3255, 0.3590, -2.5199], [-2.0804, 0.0464, -1.6840], [-2.3967, -1.0389, -2.7582], [-2.6838, -0.7521, -1.8838]], "total_charge": -1, "largest_force_ev_per_a": 1.43, "homo_lumo_gap_ev": 7.6, "lumo_energy_ev": 4.01}

=====

{"formula": "C3H12NO3", "method": "ωB97M-V/def2-TZVPD", "elements": ["O", "C", "C", "N", "C", "H", "H", "H", "H", "H", "H", "H", "H", "H", "H", "O", "H", "H", "O"], "positions_angstrom": [[-1.5142, 0.9468, 0.7479], [-1.4187, -0.1935, 0.4132], [-0.0820, -0.9160, 0.2568], [0.9551, -0.0988, 0.9697], [1.9584, -0.7969, 1.8073], [-2.2380, -0.8909, 0.1776], [-0.1744, -1.8369, 0.8107], [0.2260, -1.1031, -0.7588], [1.4626, 0.4267, 0.2567], [0.5041, 0.6663, 1.4882], [2.8608, -0.9890, 1.2284], [1.5689, -1.7607, 2.1192], [2.1741, -0.2108, 2.6972], [3.2029, 1.8608, -0.8096], [2.0483, 2.1681, -1.7217], [2.3216, 1.5321, -1.0345], [-2.9310, -1.1069, -3.1100], [-2.1605, 0.1195, -2.6048], [-2.5968, -0.6862, -2.3112]], "total_charge": 1, "largest_force_ev_per_a": 1.71, "homo_lumo_gap_ev": 11.4, "lumo_energy_ev": -3.08}

=====

{"formula": "C3H12NO4", "method": "ωB97M-V/def2-TZVPD", "elements": ["C", "C", "C", "O", "O", "N", "H", "H", "H", "H", "H", "H", "H", "H", "H", "H", "O", "H", "H", "O"], "positions_angstrom": [[1.2754, -0.0279, 0.7045], [1.5288, 0.4697, -0.6952], [0.7498, -0.2818, -1.7452], [1.4266, -0.4840, -2.8554], [-0.4103, -0.5978, -1.5736], [-0.1425, 0.2667, 1.1691], [1.3991, -1.0990, 0.7834], [1.8130, 0.4542, 1.5164], [2.5945, 0.3457, -0.8935], [1.3289, 1.5265, -0.8932], [0.8673, -0.8550, -3.5122], [-0.7951, 0.4439, 0.3830], [-0.1104, 1.1086, 1.7231], [-0.5797, -0.5868, 1.6061], [-1.5410, -2.6824, 2.1559], [-2.3693, -1.3250, 2.5825], [-1.5624, -1.7415, 2.2861], [-1.5473, 1.0366, -1.4009], [-2.3421, 2.2938, -0.5844], [-1.5833, 1.7354, -0.7564]], "total_charge": 1, "largest_force_ev_per_a": 2.25, "homo_lumo_gap_ev": 11.9, "lumo_energy_ev": -2.93}

=====

{"formula": "C3H12NP2", "method": "ωB97M-V/def2-TZVPD", "elements": ["C", "C", "C", "N", "P", "P", "H", "H", "H", "H", "H", "H", "H", "H", "H", "H", "H", "H"], "positions_angstrom": [[0.0491, -1.7065, 1.1404], [1.4357, -1.3015, 0.9284], [-1.3998, 0.9593, -1.4197], [1.5288, 0.1610, 0.6790], [0.2872, 0.7639, -1.1325], [-2.3923, 2.2820, -0.7539], [-0.2448, -1.5617, 2.1827], [-0.7234, -1.4311, 0.4027], [-0.1178, -2.7276, 1.1361], [1.8608, -1.8010, 0.0372], [2.0318, -1.4786, 1.9259], [-1.8790, 0.0017, -1.0819], [2.4683, 0.6472, 0.6947], [1.0031, 0.7187, 1.3599], [0.6504, -0.4927, -1.6716], [1.2417, 1.7852, -1.4754], [-2.2339, 3.3981, -1.4860], [-3.5656, 1.7837, -1.4660]], "total_charge": 1, "largest_force_ev_per_a": 2.88, "homo_lumo_gap_ev": 7.8, "lumo_energy_ev": -4.55}

=====

{"formula": "C3H12NS", "method": "ωB97M-V/def2-TZVPD", "elements": ["C", "N", "H", "H", "H", "H", "H", "H", "C", "S", "C", "H", "H", "H", "H", "H", "H"], "positions_angstrom": [[-2.4621, 0.7437, -1.5003], [-1.6185, 1.2839, -0.3839], [-2.4880, -0.3367, -1.4265], [-2.0217, 1.0431, -2.4448], [-3.4779, 1.1315, -1.4308], [-2.1597, 1.3855, 0.4728], [-0.7872, 0.6617, -0.2000], [-1.2405, 2.2016, -0.6213], [0.9340, -1.7206, 1.6031], [0.9093, -0.5957, 0.1781], [2.6315, -0.0760, 0.0561], [0.8146, -2.7433, 1.2544], [1.8988, -1.6310, 2.0967], [0.1469, -1.4430, 2.3065], [2.7098, 0.5747, -0.8138], [3.2564, -0.9562, -0.0797], [2.9541, 0.4765, 0.9335]], "total_charge": 1, "largest_force_ev_per_a": 0.32, "homo_lumo_gap_ev": 9.2, "lumo_energy_ev": -3.39}

=====

{"formula": "C3H12O2S2", "method": "ωB97M-V/def2-TZVPD", "elements": ["C", "C", "C", "S", "S", "H", "H", "H", "H", "H", "H", "H", "H", "H", "H", "O", "H", "H", "O"], "positions_angstrom": [[-0.0522, -0.9655, 1.4890], [1.4628, -1.2319, 1.6402], [-0.8010, -1.5453, 2.7088], [-2.2681, -0.5686, 3.1623], [-3.4844, -0.9756, 1.5720], [-0.2347, 0.1046, 1.5310], [-0.3545, -1.5476, 0.6355], [2.0717, -0.4859, 2.1170], [1.8945, -1.3913, 0.6520], [1.6421, -2.1020, 2.2813], [-1.0639, -2.5899, 2.5279], [-0.1820, -1.5283, 3.5971], [-3.2893, -2.2981, 1.4380], [-1.2297, 5.0713, -1.9677], [-1.7753, 5.0470, -3.4250], [-2.0375, 5.1057, -2.4969], [3.1417, 0.4640, -5.0678], [3.6331, 0.5529, -6.4847], [2.9266, 0.8846, -5.9100]], "total_charge": 0, "smiles": "CCCSS.O.O", "largest_force_ev_per_a": 2.24, "homo_lumo_gap_ev": 8.9, "lumo_energy_ev": 0.62}

=====

ΔE to the lowest compared entry with this formula, charge and spin list, top to bottom, in kJ/mol: 518.91 208.35 71.93 130.22 210.98 59.44 88.57 68.30 35.58 125.37 13.96 106.02